1.
Entry from OMol25: a structure of composition C2HCl2NO2 at a distorted geometry (wB97M-V/def2-TZVPD).

Element x y z (Å)
H: 1.79817 0.68104 0.28317
C: -0.33675 0.00244 -0.06344
Cl: -2.41544 1.13193 -0.10492
Cl: 0.40325 2.56373 -0.03598
O: -1.01726 -2.22458 0.07348
C: 0.63468 0.90399 0.06883
O: 1.05455 -1.61878 -0.23499
N: -0.12119 -1.43978 0.01387

Computed properties:
- Energy above the lowest of the compared OMol25 structures with the same formula, charge and spin: 3.172 eV

=====

2.
Entry from OMol25: a cluster of 2 separate species, CH3Br3Si in total at a distorted geometry (wB97M-V/def2-TZVPD).

Element x y z (Å)
H: 0.55214 1.35456 0.85998
Br: -2.40767 1.08021 -0.70496
H: 0.37077 -0.08750 -1.85691
Si: -0.53307 -0.11695 -0.56462
H: -0.10846 0.35546 2.16063
Br: 3.20567 -0.87742 -0.74858
Br: -1.13632 -2.20721 -0.24803
C: 0.05693 0.49884 1.10249

Computed properties:
- Energy above the lowest of the compared OMol25 structures with the same formula, charge and spin: 3.628 eV

=====

3.
Entry from OMol25: a structure of composition C20H17N5S6SbSe4Tc (wB97M-V/def2-TZVPD).

Element x y z (Å)
H: 6.75129 2.23524 -0.65317
S: 1.66716 2.45781 4.02312
C: 7.17544 1.30674 -0.28420
C: 1.31203 1.85954 2.43800
H: 10.09267 -0.01313 0.81967
H: 8.66380 -2.02523 0.98876
Se: 0.82146 -3.03417 1.99928
C: 0.02614 -1.10216 -4.29756
Se: 1.11745 -4.07254 -1.33019
C: -0.47756 0.04792 -4.90282
H: -3.95835 1.19138 2.51983
S: 1.04278 0.27018 2.12253
H: 9.13117 2.12198 0.01903
Se: -0.11576 -5.11742 2.13338
C: 3.95879 -0.26326 -0.09202
N: -0.24838 -0.08777 -2.13990
C: -3.83201 2.41051 0.73144
C: -3.42710 1.39868 1.60011
H: 6.29379 -1.92280 0.30292
H: -1.94610 -0.09496 1.94065
N: -1.58770 0.87788 0.14616
N: 4.03404 -0.65045 1.16794
S: 2.09143 5.31179 4.63909
C: -0.82760 0.96473 -2.73002
C: 6.38836 0.17085 -0.19358
H: -1.70530 2.76494 -2.45761
C: 0.13403 -1.12451 -2.93485
C: -3.13606 2.60356 -0.43562
C: -2.03608 1.79617 -0.71568
C: 8.24512 -1.08828 0.64135
Tc: 0.40088 0.04968 -0.07768
C: 6.90951 -1.03035 0.27010
H: -0.53939 0.12322 -5.98210
C: 1.81764 4.15095 3.58389
N: 5.03077 0.23910 -0.68469
H: -3.42857 3.37053 -1.14401
Se: -0.43608 -2.10028 0.30512
C: 8.50944 1.23877 0.09149
H: 0.54809 -1.98213 -2.42534
S: 2.52751 -0.47508 -1.06973
H: 3.23846 -1.08112 1.60461
S: 1.63461 4.44879 1.85696
H: -1.35054 1.97597 -4.55054
H: 4.88953 0.61663 -1.60964
C: 1.31094 2.82976 1.37744
N: -1.37506 1.97203 -1.93266
H: 0.33691 -1.96248 -4.87517
C: 9.04615 0.04180 0.54741
Sb: 0.47519 -6.02087 -0.22742
C: -0.91939 1.08231 -4.11406
C: -2.31130 0.67566 1.28144
H: 4.88624 -0.53708 1.69628
S: 1.04229 2.42064 -0.20006
H: -4.68979 3.03054 0.96268

Computed properties:
- Energy above the lowest of the compared OMol25 structures with the same formula, charge and spin: 0.000 eV
- Net charge: +2

=====

4.
Entry from OMol25: a structure of composition C3H4O3S at a distorted geometry (wB97M-V/def2-TZVPD).

Element x y z (Å)
O: -0.52387 2.21710 -0.88493
H: 0.68265 -1.03628 1.26144
S: -2.58848 -0.12249 0.83706
H: 0.12987 -1.76941 -0.43376
C: -0.92357 0.03480 0.21077
H: -1.29954 2.68522 -1.13086
C: 0.22800 -0.82259 0.27675
H: 0.98883 -0.09394 -0.25180
O: -3.35552 -1.22988 -0.85964
O: -2.51122 1.40991 0.16913
C: -1.13615 1.30242 -0.18123

Computed properties:
- Energy above the lowest of the compared OMol25 structures with the same formula, charge and spin: 7.835 eV

=====

5.
Entry from OMol25: a structure of composition C54H42ClN4O5P2SSe4Y at a distorted geometry (wB97M-V/def2-TZVPD).

Element x y z (Å)
C: -1.88156 -1.10895 5.57983
C: -0.91790 -1.98902 3.11780
Se: 3.19342 -1.11824 2.51999
H: -2.24771 -0.73559 6.52765
C: -2.76247 -5.57989 1.37051
H: 1.42899 4.05013 -3.67189
Y: 1.27209 0.29653 1.07549
N: 2.12411 3.96758 0.11535
C: 1.12289 2.10226 -2.85447
H: 2.13447 2.04959 -2.48650
C: -1.75118 -3.09330 -4.91392
C: 1.11067 -3.47159 1.63439
C: -4.18471 2.20561 1.61339
C: -0.27961 -1.62588 -3.07308
H: 0.52064 -4.37706 3.49845
C: -2.02927 -4.48326 1.79336
Se: 0.26119 1.55764 3.32270
Se: 2.32237 1.89558 4.38756
H: 3.83703 -4.36971 -0.17358
H: 1.05377 4.05438 2.52630
C: -3.81688 3.59211 3.53231
C: -0.92340 -2.07892 -5.36179
H: -3.37068 -1.20408 -0.01497
O: 2.91199 0.07285 -0.25427
C: -1.48312 -3.59853 0.87543
H: -0.84680 -1.85019 -6.41617
N: 2.25887 2.63167 0.22568
C: -1.68570 -3.80406 -0.49783
C: -5.37122 2.88269 1.35521
C: -1.01969 5.91061 -0.13915
C: -2.25639 -1.61589 3.26338
H: -2.49847 6.15456 1.39388
H: 3.23556 0.83054 -3.18668
H: 3.90647 -4.04900 -3.31930
C: 0.91152 4.63960 0.47451
C: 4.15611 3.50098 -0.64835
C: 5.50011 3.69157 -1.27343
C: -5.00194 4.26960 3.28219
H: 1.96972 -2.75225 -0.19360
C: -1.83871 -3.39210 -3.56438
H: -6.70115 4.43514 1.98151
C: -2.95586 -5.78172 0.01749
H: -3.51898 -6.63479 -0.33652
C: -1.50032 2.36783 -3.67706
N: -3.85991 1.09254 0.79301
H: -5.97643 2.60007 0.50112
H: -0.92789 4.30603 -4.40710
C: 2.34693 -1.08467 -2.75588
C: 3.23812 -5.26109 1.68603
C: -3.40308 2.56179 2.70429
C: -0.19512 -1.35477 -4.43639
P: -0.28954 -2.30178 1.42874
C: 0.45347 4.54540 1.77532
C: 1.24149 -4.36807 2.69123
C: -2.63960 0.68478 0.38355
H: -2.53960 2.47502 -3.96179
N: -2.59151 -0.57020 -0.09552
C: 0.70831 3.26135 -3.49601
C: 2.05533 -3.47591 0.60873
C: 3.10832 -4.37640 0.62716
H: 5.89178 1.83511 -0.87141
H: -2.33913 -3.67270 -5.61339
C: -2.43061 -4.89915 -0.91646
H: 0.60728 5.48518 -1.47175
H: -2.92285 -1.67785 2.40953
C: 3.23364 4.51368 -0.42586
S: -1.29573 1.69094 0.34441
C: -2.73445 -1.17883 4.48756
C: 0.20316 5.35904 -0.47967
H: -3.21087 3.84838 4.39252
C: -0.60313 3.39961 -3.91216
C: -0.07209 -1.92449 4.22310
H: -3.16681 -6.27920 2.09017
P: 0.76567 -0.58730 -1.93490
H: -1.14346 4.99138 3.11699
H: -2.49778 -4.18692 -3.27137
H: -1.87615 -4.30736 2.84999
C: -1.09122 -2.67428 -2.63529
Se: 3.88824 1.06206 2.85666
H: 0.45292 -0.55237 -4.76321
H: 1.78698 -3.14654 -2.49210
H: -2.60892 -5.11545 -1.95289
H: -3.77277 -0.88636 4.58680
C: 3.35734 -0.24016 -3.20155
C: 3.75957 -2.97647 -3.29041
C: 3.47709 2.34309 -0.22477
H: 0.11716 -1.42068 6.29127
H: -4.64822 0.54557 0.48421
O: 5.06751 0.60256 -0.43151
H: -1.58254 6.45650 -0.88535
C: -1.52421 5.75253 1.14491
H: 5.33113 -0.06882 -3.99283
O: 6.30818 2.65151 -1.27187
H: 4.07085 -5.95184 1.71183
C: 4.76451 -2.12172 -3.71598
H: 0.97059 -2.19444 4.13065
H: 5.70621 -2.51877 -4.07163
O: -1.06197 -2.86227 -1.27559
C: 2.56424 -2.46291 -2.81594
C: 2.31212 -5.24738 2.72053
C: -0.55778 -1.49448 5.44838
Cl: 3.38724 6.18383 -0.65096
H: -1.78297 0.38672 -2.95452
C: 4.55528 -0.75392 -3.67608
H: -1.71956 -0.93333 -0.43870
H: 2.43026 -5.92187 3.55904
C: -0.77483 5.09484 2.10573
H: -2.48577 2.03358 2.91947
O: 5.80904 4.75263 -1.75638
C: -5.77561 3.91355 2.18771
H: -5.32702 5.06261 3.94277
C: -1.07175 1.19030 -3.09248
C: 3.88426 0.89920 -0.29769
C: 0.25840 1.02437 -2.69345

Computed properties:
- Energy above the lowest of the compared OMol25 structures with the same formula, charge and spin: 0.991 eV

=====

6.
Entry from OMol25: the molecule C5H7O5P at a distorted geometry (wB97M-V/def2-TZVPD).

Element x y z (Å)
C: 0.24300 1.31354 -1.33105
C: 2.69692 -2.02126 -0.83812
H: 2.73810 -2.01072 -2.71349
O: 2.95864 -2.34264 0.26637
C: 0.31158 0.65158 0.01817
H: -0.67175 0.89508 -1.91081
C: 1.23819 -0.44004 0.39713
H: 0.07950 2.32638 -1.25932
O: 3.24912 -2.36176 -2.02654
H: -0.10642 0.72952 2.09646
O: 1.79693 -1.06042 -1.02430
O: 2.56515 1.74299 1.02132
H: 1.19583 1.11989 -1.96833
P: 2.90439 0.48212 0.37072
C: -0.26816 1.23150 1.08448
O: 0.72569 -1.18755 1.38358
H: 1.36631 -1.70048 1.90382
H: -1.07997 2.05562 1.01495

Computed properties:
- Energy above the lowest of the compared OMol25 structures with the same formula, charge and spin: 0.485 eV

=====

7.
Entry from OMol25: a structure of composition C4H5N4NiO9 at a distorted geometry (wB97M-V/def2-TZVPD).

Element x y z (Å)
N: -18.41901 17.07552 -8.96606
O: -17.05767 21.92642 -9.79235
C: -18.74281 18.20361 -9.69866
C: -17.92958 16.09906 -9.81220
N: -13.72317 18.14732 -11.77780
N: -14.45750 17.88967 -7.75661
O: -13.35368 17.45102 -12.73553
O: -13.73939 18.71799 -8.27297
H: -17.81411 15.97791 -11.97279
H: -18.87517 18.48825 -11.88791
Ni: -16.46081 17.87806 -10.07141
H: -19.15220 19.04314 -9.16578
N: -16.07525 21.17541 -9.87995
O: -15.53962 17.51057 -8.35801
C: -18.57928 17.89722 -11.04024
O: -13.07809 19.06560 -11.33884
O: -14.22789 17.37348 -6.66498
C: -18.06433 16.56943 -11.10890
O: -14.93460 21.57555 -9.88008
O: -14.85281 17.84031 -11.24229
O: -16.31114 19.91247 -9.95590
H: -17.71967 15.11525 -9.43268
H: -18.49481 16.94652 -7.97114

Computed properties:
- Net charge: -1
- E_tot: -69650.5423 eV
- Spin multiplicity: 3

=====

8.
Entry from OMol25: a cluster of 2 separate species, C7H15BrN in total at a distorted geometry (wB97M-V/def2-TZVPD).

Element x y z (Å)
H: -0.40580 2.22778 1.36430
H: 1.39539 -0.46224 2.60091
H: 1.34676 -1.36155 1.25408
C: 0.90707 0.71413 1.03136
C: 0.23382 1.61243 1.99613
H: -3.32344 -0.66110 -2.52343
H: -2.98485 1.12019 -0.81401
H: -1.48515 1.44019 -0.21645
C: -1.94003 0.90481 -0.99767
H: -1.64610 1.28089 -2.05149
H: 3.36328 0.40993 0.69987
H: 3.11362 -1.38569 0.53190
H: -0.50664 1.02687 2.56888
N: 1.57164 -0.39942 1.55491
C: -2.86445 -1.27957 -1.66986
C: -1.73731 -0.55339 -1.02310
H: -2.46334 -2.20397 -1.98621
H: 3.68191 -0.55493 2.07693
H: 0.96313 2.19366 2.56802
C: 3.01730 -0.47574 1.22535
H: -3.67265 -1.36707 -1.00156
Br: -0.04458 -2.76751 -0.38567
C: -0.69151 -1.13646 -0.57910
H: 1.21754 1.13619 0.10198

Computed properties:
- Energy above the lowest of the compared OMol25 structures with the same formula, charge and spin: 3.475 eV
- Net charge: +1

=====

Repeat the seventh record exactly.
Entry from OMol25: a structure of composition C4H5N4NiO9 at a distorted geometry (wB97M-V/def2-TZVPD).

Element x y z (Å)
N: -18.41901 17.07552 -8.96606
O: -17.05767 21.92642 -9.79235
C: -18.74281 18.20361 -9.69866
C: -17.92958 16.09906 -9.81220
N: -13.72317 18.14732 -11.77780
N: -14.45750 17.88967 -7.75661
O: -13.35368 17.45102 -12.73553
O: -13.73939 18.71799 -8.27297
H: -17.81411 15.97791 -11.97279
H: -18.87517 18.48825 -11.88791
Ni: -16.46081 17.87806 -10.07141
H: -19.15220 19.04314 -9.16578
N: -16.07525 21.17541 -9.87995
O: -15.53962 17.51057 -8.35801
C: -18.57928 17.89722 -11.04024
O: -13.07809 19.06560 -11.33884
O: -14.22789 17.37348 -6.66498
C: -18.06433 16.56943 -11.10890
O: -14.93460 21.57555 -9.88008
O: -14.85281 17.84031 -11.24229
O: -16.31114 19.91247 -9.95590
H: -17.71967 15.11525 -9.43268
H: -18.49481 16.94652 -7.97114

Computed properties:
- Net charge: -1
- E_tot: -69650.5423 eV
- Spin multiplicity: 3